Record 1
The following is a DFT calculation (ωB97M-V with the def2-TZVPD basis set) of C5H8BrIO3 as an isolated structure.

Energy above the lowest of the compared OMol25 structures with the same formula, charge and spin = 195.9 kJ/mol
Molecular weight = 322.9 Da
E_LUMO (spin up / spin down) = -1.7 / -1.7 eV
HOMO (spin up / spin down) = -7.91 / -7.91 eV

```
! RIJCOSX wB97M-V def2-TZVPD def2/J DEFGRID3
* xyz 0 1
I -2.658 2.241 1.433
Br -2.185 -0.953 2.396
O 1.818 -1.393 -0.813
O 0.189 0.479 -1.962
O 0.441 0.972 1.580
C -1.514 -0.090 -0.324
C -0.230 0.754 -0.765
C -2.066 0.312 1.065
C 0.828 0.554 0.444
C 1.494 -0.874 0.460
H 1.652 1.213 0.119
H -2.301 0.128 -1.103
H 2.375 -0.904 1.123
H 0.589 -0.501 -2.095
H -0.467 1.894 -0.823
H 2.508 -1.040 -1.385
H -1.417 -1.192 -0.350
H 0.944 -1.597 1.002
*
```

=====

Record 2
The following is a DFT calculation (ωB97M-V with the def2-TZVPD basis set) of a 2-piece molecular cluster, C5H8BrNO overall.

Energy above the lowest of the compared OMol25 structures with the same formula, charge and spin = 150.2 kJ/mol
<S²> = 2.01
Molecular weight = 178.0 Da
E_LUMO (spin up / spin down) = 0.5 / -3.4 eV
HOMO (spin up / spin down) = -6.01 / -8.82 eV

```
! RIJCOSX wB97M-V def2-TZVPD def2/J DEFGRID3
* xyz 0 3
Br 2.783 -0.853 -0.629
O 1.612 2.913 -0.267
N 1.818 0.545 -0.231
C -0.609 -0.358 -0.058
C -0.330 -0.661 -1.328
C -1.343 0.862 0.333
C 1.812 1.761 -0.316
C -0.172 -1.295 1.055
H -1.362 1.631 -0.496
H 0.662 -1.818 0.733
H -2.436 0.470 0.501
H -0.633 -0.035 -2.122
H 0.073 -0.759 2.013
H -0.951 -1.975 1.107
H -0.039 -1.650 -1.529
H -0.884 1.221 1.236
*
```

=====

Record 3
The following is a DFT calculation (ωB97M-V with the def2-TZVPD basis set) of C5H8CeO3 as an isolated structure.

<S²> = 0.76
Molecular weight = 256.2 Da
E_LUMO (spin up / spin down) = -15.6 / -15.1 eV
HOMO (spin up / spin down) = -18.79 / -18.79 eV

```
! RIJCOSX wB97M-V def2-TZVPD def2/J DEFGRID3
* xyz 3 2
Ce 4.656 -0.349 0.197
O 2.606 -1.539 0.229
O -1.078 -1.573 0.261
O -2.885 -0.620 -0.745
C 1.367 -1.742 -0.321
C -1.245 2.679 0.400
C -0.870 2.095 -0.750
C -1.874 -0.827 -0.251
C 0.381 -1.359 0.766
H -1.524 2.119 -1.625
H 0.398 -2.018 1.636
H -0.579 2.714 1.266
H 0.399 -0.304 1.052
H -2.295 2.906 0.604
H 1.206 -2.798 -0.600
H 1.182 -1.130 -1.225
H 0.156 1.746 -0.894
*
```

=====

Record 4
The following is a DFT calculation (ωB97M-V with the def2-TZVPD basis set) of one molecule with the formula C5H8Cl2N2O2S.

Energy above the lowest of the compared OMol25 structures with the same formula, charge and spin = 218.0 kJ/mol
Molecular weight = 231.1 Da
E_LUMO (spin up / spin down) = -1.1 / -1.1 eV
HOMO (spin up / spin down) = -8.37 / -8.38 eV

```
! RIJCOSX wB97M-V def2-TZVPD def2/J DEFGRID3
* xyz 0 1
Cl 3.038 1.125 -2.754
Cl -0.043 2.453 -3.396
S 2.909 1.100 -0.636
O 2.094 2.257 -0.339
O 4.277 1.181 -0.221
N -0.433 1.138 -1.184
N 0.211 1.151 -2.321
C 0.917 -0.603 -0.066
C -0.116 0.304 -0.195
C -1.484 2.091 -0.937
C 0.638 -2.002 0.462
C 2.295 -0.367 -0.109
H -1.138 2.959 -1.327
H -1.032 0.088 0.488
H 1.044 -2.212 1.440
H -0.429 -2.271 0.457
H -1.742 2.189 0.148
H 1.148 -2.613 -0.292
H 2.948 -1.284 -0.004
H -2.387 1.956 -1.457
*
```

=====

Record 5
The following is a DFT calculation (ωB97M-V with the def2-TZVPD basis set) of a 2-piece molecular cluster, C5H8Cl2Si overall.

Energy above the lowest of the compared OMol25 structures with the same formula, charge and spin = 264.5 kJ/mol
Molecular weight = 167.1 Da
E_LUMO = -0.7 eV
HOMO = -8.62 eV

```
! RIJCOSX wB97M-V def2-TZVPD def2/J DEFGRID3
* xyz 0 1
Cl -3.110 -1.148 0.366
Cl -4.409 1.677 0.590
Si -3.670 0.407 -0.853
C -0.162 0.753 0.570
C -0.081 -2.750 0.164
C -0.288 -1.486 -0.221
C -0.011 1.510 -0.755
C -0.431 -0.517 0.794
H 0.074 -2.895 1.263
H -0.463 -0.809 1.829
H -0.481 -1.304 -1.252
H -0.229 2.537 -0.740
H -0.179 1.520 1.381
H 1.066 1.389 -1.050
H 0.112 -3.610 -0.322
H -0.751 0.972 -1.436
*
```

=====

Record 6
The following is a DFT calculation (ωB97M-V with the def2-TZVPD basis set) of a 2-piece molecular cluster, C5H8Cl4 overall.

Molecular weight = 209.9 Da
SMILES = C/C=C(/C)Cl.ClC(Cl)Cl
E_LUMO = 0.4 eV
HOMO = -9.41 eV

```
! RIJCOSX wB97M-V def2-TZVPD def2/J DEFGRID3
* xyz 0 1
Cl -2.981 0.564 1.357
Cl 0.784 -1.630 1.410
Cl -2.951 1.226 -1.589
Cl -4.338 -1.156 -0.451
C 0.524 1.472 1.146
C -2.892 -0.133 -0.323
C 2.056 -1.269 -1.021
C 0.986 0.654 -0.002
C 1.299 -0.596 0.078
H -0.492 1.773 0.947
H 2.067 -0.735 -1.976
H 0.365 0.775 1.980
H 1.853 -2.350 -1.177
H 1.305 1.188 -0.912
H 3.116 -1.298 -0.552
H 1.198 2.214 1.471
H -1.900 -0.699 -0.387
*
```

=====

Record 7
The following is a DFT calculation (ωB97M-V with the def2-TZVPD basis set) of one molecule with the formula C5H8ClFO.

Energy above the lowest of the compared OMol25 structures with the same formula, charge and spin = 195.1 kJ/mol
Molecular weight = 138.6 Da
SMILES = OC/C=C(\CF)CCl
E_LUMO = 0.8 eV
HOMO = -9.76 eV

```
! RIJCOSX wB97M-V def2-TZVPD def2/J DEFGRID3
* xyz 0 1
Cl -3.186 0.316 -0.242
F 0.840 -0.817 2.086
O 1.852 -1.358 -0.285
C -0.464 0.312 0.203
C 1.569 -0.353 -1.230
C 0.347 0.534 -0.855
C -1.708 1.241 0.337
C -0.215 -0.847 1.111
H -0.312 -1.761 0.542
H -1.617 2.152 -0.158
H -1.198 -0.913 1.679
H 2.047 -1.067 0.605
H 1.423 -0.928 -2.260
H -1.905 1.641 1.295
H 0.157 1.349 -1.582
H 2.371 0.499 -1.246
*
```

=====

Record 8
The following is a DFT calculation (ωB97M-V with the def2-TZVPD basis set) of C5H8ClN as an isolated structure.

Energy above the lowest of the compared OMol25 structures with the same formula, charge and spin = 104.6 kJ/mol
Molecular weight = 117.6 Da
E_LUMO = 1.0 eV
HOMO = -9.08 eV

```
! RIJCOSX wB97M-V def2-TZVPD def2/J DEFGRID3
* xyz 0 1
Cl 2.694 0.123 -0.046
N -1.228 0.832 -0.156
C 0.159 1.388 -0.096
C 0.136 -0.804 -1.086
C 0.207 -0.706 1.033
C 0.879 0.073 -0.121
C -0.962 -0.602 0.021
H 0.020 -0.245 2.016
H 0.510 -1.751 1.096
H 0.467 -1.855 -1.131
H 0.462 1.911 0.877
H -0.153 -0.394 -2.053
H -1.814 -1.360 0.047
H -1.767 1.313 0.507
H 0.390 2.077 -0.906
*
```

=====

Record 9
The following is a DFT calculation (ωB97M-V with the def2-TZVPD basis set) of a 2-piece molecular cluster, C5H8ClNO overall.

Energy above the lowest of the compared OMol25 structures with the same formula, charge and spin = 532.8 kJ/mol
Molecular weight = 133.6 Da
E_LUMO (spin up / spin down) = -0.3 / -1.5 eV
HOMO (spin up / spin down) = -9.20 / -9.31 eV

```
! RIJCOSX wB97M-V def2-TZVPD def2/J DEFGRID3
* xyz 0 1
Cl -0.078 -0.502 2.557
O -2.182 0.807 0.744
N 1.931 2.029 0.829
C 0.214 0.245 1.049
C 1.740 -1.852 -0.215
C -0.965 0.608 -1.312
C -1.081 0.190 0.145
C 1.171 1.192 0.947
H -2.010 1.404 1.427
H -1.851 0.415 -1.881
H -0.134 0.187 -1.954
H 2.610 -1.298 -0.108
H -1.443 -0.783 0.002
H -0.776 1.626 -1.325
H 1.392 -1.468 -1.089
H 1.463 -2.798 0.182
*
```

=====

Record 10
The following is a DFT calculation (ωB97M-V with the def2-TZVPD basis set) of C5H8ClNO as an isolated structure.

Energy above the lowest of the compared OMol25 structures with the same formula, charge and spin = 510.9 kJ/mol
Molecular weight = 133.6 Da
E_LUMO = 0.7 eV
HOMO = -9.30 eV

```
! RIJCOSX wB97M-V def2-TZVPD def2/J DEFGRID3
* xyz 0 1
Cl 2.460 -0.733 1.965
O 0.319 -1.718 -0.318
N 0.931 -0.850 -1.248
C -0.082 -0.851 0.802
C 1.127 0.054 1.209
C 0.380 0.206 -1.581
C -1.266 -0.040 0.220
C -0.940 0.803 -1.056
H 0.888 1.049 1.905
H -1.810 0.966 -1.571
H -0.680 1.876 -0.789
H 1.492 0.429 0.305
H -0.556 -1.700 1.472
H -1.482 0.676 1.159
H -1.965 -0.958 0.029
H 1.182 0.793 -2.503
*
```

=====

Record 11
The following is a DFT calculation (ωB97M-V with the def2-TZVPD basis set) of one molecule with the formula C5H8ClNS.

Energy above the lowest of the compared OMol25 structures with the same formula, charge and spin = 524.2 kJ/mol
Molecular weight = 149.6 Da
SMILES = S[C@]12CNC[C@]1(Cl)C2
E_LUMO = 0.6 eV
HOMO = -8.06 eV

```
! RIJCOSX wB97M-V def2-TZVPD def2/J DEFGRID3
* xyz 0 1
Cl 2.585 -0.298 0.052
S -2.110 -0.476 -0.124
N -0.167 1.536 -0.010
C -0.519 -0.637 0.511
C 0.829 -0.672 -0.667
C -0.128 0.647 1.147
C 0.240 0.648 -1.177
C 0.104 -1.736 0.108
H -2.380 0.740 -0.505
H 0.694 0.554 1.887
H -0.502 0.308 -1.793
H 0.829 -2.305 0.725
H 1.021 1.282 -1.583
H -1.003 0.747 1.970
H 0.721 2.117 0.206
H -0.214 -2.456 -0.746
*
```

=====

Record 12
The following is a DFT calculation (ωB97M-V with the def2-TZVPD basis set) of one molecule with the formula C5H8ClNS.

Energy above the lowest of the compared OMol25 structures with the same formula, charge and spin = 564.8 kJ/mol
Molecular weight = 149.6 Da
SMILES = S[C@@H]1C[C@@H]2N[C@H]2[C@@H]1Cl
E_LUMO = 0.7 eV
HOMO = -8.91 eV

```
! RIJCOSX wB97M-V def2-TZVPD def2/J DEFGRID3
* xyz 0 1
Cl -0.418 -1.603 -2.427
S -2.585 -0.393 -0.664
N 1.955 1.225 -0.067
C 1.039 0.400 0.800
C 0.349 -1.091 -0.743
C -0.911 -0.708 0.200
C -0.411 0.596 0.940
C 1.031 0.191 -0.730
H -0.868 0.642 1.912
H 0.192 0.948 -1.009
H -2.240 1.139 -0.856
H 1.337 -0.465 1.279
H -0.743 1.527 0.520
H 2.833 0.993 0.155
H 0.816 -1.996 -0.474
H -1.376 -1.406 1.164
*
```

=====

Record 13
The following is a DFT calculation (ωB97M-V with the def2-TZVPD basis set) of one molecule with the formula C5H8ClOP.

Energy above the lowest of the compared OMol25 structures with the same formula, charge and spin = 328.5 kJ/mol
Molecular weight = 150.5 Da
E_LUMO = 0.3 eV
HOMO = -8.58 eV

```
! RIJCOSX wB97M-V def2-TZVPD def2/J DEFGRID3
* xyz 0 1
Cl 0.446 2.651 2.534
P 1.184 1.793 0.814
O 2.802 -0.696 1.044
C 0.626 0.016 1.426
C 0.160 -0.762 0.063
C -0.612 1.448 -0.873
C -1.071 0.014 -0.528
C 1.735 -0.911 1.639
H 0.074 1.351 -1.781
H -1.957 0.053 0.138
H -1.454 -0.396 -1.451
H 0.023 0.234 2.343
H -1.139 2.302 -0.907
H 1.387 -1.699 2.396
H 0.975 -0.607 -0.580
H -0.104 -1.834 0.314
*
```

=====

Record 14
The following is a DFT calculation (ωB97M-V with the def2-TZVPD basis set) of one molecule with the formula C5H8F2O.

Energy above the lowest of the compared OMol25 structures with the same formula, charge and spin = 57.9 kJ/mol
Molecular weight = 122.1 Da
SMILES = C[C@H]1[C@@H](O)[C@H](F)[C@H]1F
E_LUMO = 0.8 eV
HOMO = -10.33 eV

```
! RIJCOSX wB97M-V def2-TZVPD def2/J DEFGRID3
* xyz 0 1
F 0.436 -2.149 -0.385
F -2.600 -0.931 -0.148
O -0.898 1.938 -0.340
C -0.857 0.768 0.376
C 1.644 0.269 -0.316
C -0.206 -1.243 0.400
C 0.506 0.077 0.683
C -1.299 -0.519 -0.308
H -0.593 -1.775 1.276
H -1.400 1.003 1.343
H 2.217 1.239 -0.218
H 0.732 0.226 1.724
H -0.342 1.783 -1.129
H 1.250 0.254 -1.317
H -1.042 -0.460 -1.363
H 2.451 -0.480 -0.278
*
```